Molecular formula: C3H7BrS
Method: DFT, ωB97M-V/def2-TZVPD

Geometry (Å):
C: -0.4603 2.0709 -0.3104
S: -0.4586 0.6558 0.8930
C: 0.7761 -0.3227 -0.0121
C: 0.7241 -1.8682 0.8384
Br: 2.4734 0.4990 -0.0569
H: -0.6280 3.0367 0.0123
H: -1.1526 1.8704 -1.2056
H: 0.5098 1.8459 -0.7915
H: 0.3180 -0.6467 -1.0407
H: 1.7047 -2.2257 0.7625
H: 0.5886 -1.5941 1.8708
H: -0.1208 -2.5339 0.3500

Output
SMILES: CS[C@H](C)Br
Energy above the lowest of the compared OMol25 structures with the same formula, charge and spin: 159.2 kJ/mol
HOMO energy: -8.9 eV
Kohn-Sham gap: 9.7 eV
E_LUMO: 0.031 Eh

List of Löwdin charges in e, atom by atom: number 1, C, carries -0.3981; number 2, S, carries 0.7184; number 3, C, carries -1.1107; number 4, C, carries -0.1334; number 5, Br, carries 0.6861; number 6, H, carries -0.0021; number 7, H, carries 0.0626; number 8, H, carries -0.0474; number 9, H, carries 0.0875; number 10, H, carries 0.0066; number 11, H, carries 0.0228; number 12, H, carries 0.1077



Molecular formula: C3H7Cl
Method: DFT, ωB97M-V/def2-TZVPD

Geometry (Å):
C: 0.4234 -1.2313 -0.1049
C: -0.3785 -0.1045 0.4555
C: -0.0751 1.2682 -0.2085
H: 1.3292 -1.1207 0.7142
H: 1.1601 -0.8524 -1.1346
H: 0.0186 -2.5350 -0.3524
H: -0.6612 0.0823 1.4629
H: 1.0429 1.6136 0.2252
H: -0.6870 2.0689 0.3065
H: -0.1403 1.0914 -1.2828
Cl: -2.0321 -0.2804 -0.0810

Output
Energy above the lowest of the compared OMol25 structures with the same formula, charge and spin: 263.1 kJ/mol
HOMO energy: -10.1 eV
Kohn-Sham gap: 11.1 eV
E_LUMO: 0.034 Eh

List of Löwdin charges in e, atom by atom: number 1, C, carries -0.2131; number 2, C, carries -0.9095; number 3, C, carries -0.2071; number 4, H, carries 0.0991; number 5, H, carries 0.1420; number 6, H, carries 0.1775; number 7, H, carries 0.0600; number 8, H, carries 0.1301; number 9, H, carries 0.0759; number 10, H, carries 0.0540; number 11, Cl, carries 0.5911



Molecular formula: C3H7Cl2NSi
Method: DFT, ωB97M-V/def2-TZVPD

Geometry (Å):
C: -0.6319 0.2110 2.7623
C: -0.7592 0.4151 1.4539
Si: 0.5482 -0.0737 0.2505
Cl: 2.0700 1.1792 0.0338
Cl: 1.6409 -2.0209 1.5357
N: -0.1518 -0.5157 -1.2372
C: 0.2217 0.1297 -2.5412
H: -1.4676 0.5049 3.5032
H: 0.2215 -0.2902 3.2105
H: -1.7862 0.6470 0.9138
H: -0.7009 -1.3218 -1.2791
H: -0.6327 0.8082 -2.8330
H: 1.0678 0.9224 -2.4739
H: 0.3601 -0.5954 -3.2993

Output
SMILES: C=C[Si](Cl)(Cl)NC
Energy above the lowest of the compared OMol25 structures with the same formula, charge and spin: 30.5 kJ/mol
HOMO energy: -9.8 eV
Kohn-Sham gap: 10.1 eV
E_LUMO: 0.010 Eh

List of Löwdin charges in e, atom by atom: number 1, C, carries -0.0912; number 2, C, carries -0.3147; number 3, Si, carries -0.0219; number 4, Cl, carries 0.4108; number 5, Cl, carries -0.1100; number 6, N, carries -0.1858; number 7, C, carries -0.1543; number 8, H, carries 0.0903; number 9, H, carries 0.0183; number 10, H, carries 0.1020; number 11, H, carries 0.0554; number 12, H, carries 0.0816; number 13, H, carries 0.0682; number 14, H, carries 0.0512



Molecular formula: C3H7Cl3O
Method: DFT, ωB97M-V/def2-TZVPD

Geometry (Å):
C: 1.4779 1.2279 -1.0636
C: 0.6262 0.0106 -1.4347
C: -0.1257 -0.4663 -0.1824
Cl: -1.2256 -1.8709 -0.7338
Cl: 0.9258 -1.0077 1.1750
Cl: -1.1352 0.8427 0.4026
H: 0.9380 2.0041 -0.4956
H: 1.8240 1.6651 -2.0153
H: 2.3593 0.9138 -0.4796
H: -0.0906 0.2625 -2.2398
H: 1.2528 -0.8290 -1.7925
O: -2.3103 -1.2454 3.1819
H: -1.7308 -0.4647 3.3333
H: -2.7858 -1.0426 2.3445

Output
SMILES: CCC(Cl)(Cl)Cl.O
Energy above the lowest of the compared OMol25 structures with the same formula, charge and spin: 0.0 kJ/mol
HOMO energy: -11.2 eV
Kohn-Sham gap: 11.6 eV
E_LUMO: 0.016 Eh

List of Löwdin charges in e, atom by atom: number 1, C, carries -0.1547; number 2, C, carries -0.3959; number 3, C, carries -1.5150; number 4, Cl, carries 0.5036; number 5, Cl, carries 0.5790; number 6, Cl, carries 0.6134; number 7, H, carries 0.0470; number 8, H, carries 0.0796; number 9, H, carries 0.0676; number 10, H, carries 0.1102; number 11, H, carries 0.1131; number 12, O, carries -0.1072; number 13, H, carries 0.0315; number 14, H, carries 0.0277